Entry from OMol25: a structure of composition C14H20Br12Cl4O4 in a non-equilibrium geometry (ωB97M-V/def2-TZVPD).

ORCA input file:
```
! wB97M-V def2-TZVPD RIJCOSX def2/J DEFGRID3
* xyz 0 1
O -3.50481 -2.08302 3.04912
C -3.24855 -2.30159 1.88114
O -2.54279 -1.43155 1.15819
C -2.50465 -1.81686 -0.20535
C -2.81315 -3.30894 -0.19641
C -3.70558 -3.39329 1.02552
H -1.50598 -1.59023 -0.57871
H -3.30233 -1.23862 -0.67167
H -1.84842 -3.80044 -0.07064
H -3.23196 -3.85466 -1.04192
H -3.52923 -4.38316 1.44641
H -4.73729 -3.35083 0.67642
O 0.01269 1.10992 -2.33012
C 0.29869 2.28882 -2.49324
O -0.45624 3.17860 -3.21078
C 0.18284 4.42874 -3.29443
C 1.63369 4.19816 -3.15468
C 1.61036 2.98828 -2.20399
H -0.25001 5.01996 -2.48746
H -0.03955 4.96800 -4.21522
H 2.06507 5.09828 -2.71674
H 2.02976 3.97588 -4.14555
H 1.58812 3.41309 -1.20043
H 2.37201 2.24354 -2.43497
C 0.46117 -0.31264 -0.50150
Cl -0.36399 -0.84977 1.02151
Cl 0.27895 -1.54688 -1.75412
H -0.07553 0.57368 -0.83986
H 1.50982 -0.10186 -0.29175
C -1.20313 -0.71261 2.77944
Cl -2.42190 -0.80695 4.01825
Cl 0.46859 -0.42110 3.46744
H -1.25770 -1.70226 2.32588
H -1.49192 0.10572 2.11987
C 3.71753 -1.51988 2.04263
Br 5.01365 -0.04079 1.82197
Br 2.18501 -1.33236 0.79375
Br 3.35187 -1.67125 3.92609
H 4.19083 -2.46519 1.77714
C 2.72629 1.41111 2.52762
Br 1.56606 1.14017 0.88844
Br 1.69374 2.15622 4.09720
Br 4.29873 2.54213 2.11841
H 3.18592 0.47878 2.85563
C 2.79380 -2.12500 -1.88755
Br 4.38360 -2.48767 -0.88748
Br 2.39609 -3.55817 -3.29236
Br 2.71513 -0.29027 -2.57418
H 1.99247 -2.18677 -1.15123
C -3.40202 0.91076 0.41341
Br -1.77714 0.60908 -0.70399
Br -4.54635 2.28927 -0.43889
Br -2.95994 1.54433 2.19036
H -4.00247 0.01191 0.55352
*
```

Computed properties:
Kohn-Sham gap: 6.917 eV
energy: -913606.6115 eV
LUMO level: -0.42 eV


Entry from OMol25: a structure of composition C18H13F3MnN4OS (ωB97M-V/def2-TZVPD).

ORCA input file:
```
! wB97M-V def2-TZVPD RIJCOSX def2/J DEFGRID3
* xyz 1 5
Mn -0.73354 0.56589 -1.25685
O -3.21696 -2.39729 -0.57437
C -2.60114 -1.49106 -1.08603
N -2.27344 -0.29684 -0.51926
C -2.20822 -0.16962 0.92413
C -0.92148 0.60046 1.24073
C -0.53412 0.55157 2.71228
C 0.12491 1.82927 3.12809
C 0.13793 2.90205 2.32745
C -0.37329 2.84878 0.96231
N -0.92200 1.80785 0.45253
C -2.04321 -1.59496 -2.48282
C -2.42406 -2.57730 -3.36902
C -1.79277 -2.63271 -4.60302
C -0.79084 -1.71886 -4.90044
C -0.44715 -0.77069 -3.95811
N -1.07348 -0.70826 -2.77604
H -2.22188 -1.14821 1.40922
H -3.03591 0.42163 1.32882
H -1.33723 0.29881 3.40883
H 0.55105 1.88809 4.12187
H 0.57318 3.83705 2.65009
H -0.25716 3.71946 0.32519
H -3.19095 -3.27798 -3.07060
H -2.07121 -3.38850 -5.32480
H -0.27191 -1.74342 -5.84733
H 0.34375 -0.05304 -4.13041
F 4.87242 1.20454 1.37968
C 3.88361 1.16453 0.47509
F 3.66408 2.43387 0.08711
F 4.35266 0.49952 -0.59296
C 2.64366 0.52757 1.05946
C 2.77412 -0.12864 2.35251
C 1.73041 -0.71973 2.92330
C 0.38661 -0.63310 2.30547
N 0.32277 -0.17937 0.84024
C 1.49488 0.48821 0.34855
S 1.46509 1.04190 -1.33395
H 3.75100 -0.16321 2.81083
H 1.82061 -1.26124 3.85533
H -0.15081 -1.57699 2.39691
*
```

Computed properties:
Kohn-Sham gap (alpha / beta): 5.980 / 6.807 eV
energy relative to the best compared isomer or geometry (same formula, charge and spin): 91.5 kcal/mol
energy: -77186.1941 eV
LUMO level (alpha / beta): -5.13 / -4.39 eV